Below is a molecular structure, C38H50IN11O3PPrS at a distorted geometry, with properties calculated with ωB97M-V/def2-TZVPD.

Structure (ORCA input):
```
! wB97M-V def2-TZVPD RIJCOSX def2/J DEFGRID3
* xyz 0 3
Pr -0.47 1.69 0.60
C 0.08 -0.78 5.31
O -1.11 -0.05 4.92
C -1.31 0.38 3.69
O -0.74 0.01 2.67
N -2.39 1.22 3.69
N -2.63 1.89 2.41
H 0.97 -0.42 4.85
H 0.06 -1.85 5.15
H 0.16 -0.47 6.34
H -2.51 1.92 4.46
H -2.53 2.89 2.66
H -3.59 1.73 2.20
I 0.98 3.09 -2.30
C 2.86 2.23 -1.98
C 3.80 2.41 -2.92
C 5.11 1.98 -2.59
C 5.39 1.29 -1.46
C 4.38 1.13 -0.50
C 4.60 0.30 0.62
C 3.61 -0.20 1.34
C 2.26 0.28 1.14
C 1.98 1.22 0.15
C 3.10 1.57 -0.72
H 3.55 2.73 -3.99
H 5.75 1.70 -3.41
H 6.35 0.75 -1.49
H 5.60 -0.06 0.84
H 3.76 -1.02 2.01
H 1.50 -0.12 1.77
N 2.24 2.45 3.40
C 0.91 2.80 3.49
O 0.23 2.94 2.45
C 0.37 2.91 4.78
C -0.95 3.39 5.09
N -2.02 3.71 5.38
C 1.17 2.49 5.87
N 1.88 1.93 6.58
H 2.67 2.24 2.57
H 2.57 1.97 4.19
N -2.64 2.01 -1.12
C -2.69 3.25 -0.77
N -1.74 3.72 0.02
C -1.76 5.12 0.07
C -0.67 5.83 0.54
C -0.84 7.23 0.55
C -1.96 7.83 0.00
C -3.00 7.13 -0.60
C -2.82 5.75 -0.58
S -3.85 4.52 -1.38
H -1.62 -0.05 -1.20
H -3.39 1.76 -1.82
H 0.27 5.32 0.98
H 0.00 7.82 0.97
H -1.87 8.91 -0.07
H -3.70 7.62 -1.21
N -0.84 -0.42 -0.64
P -0.63 -1.91 -1.14
N -0.77 -3.04 0.12
C 0.29 -3.17 1.13
C 0.13 -4.48 1.92
C -1.36 -4.79 2.21
C -2.20 -3.48 2.13
C -2.11 -2.89 0.79
N -1.84 -2.30 -2.27
C -3.30 -1.92 -2.05
C -3.57 -1.01 -3.34
C -2.90 -1.60 -4.57
C -2.51 -3.15 -4.39
C -1.68 -3.43 -3.18
N 0.86 -2.18 -1.83
C 1.67 -1.09 -2.43
C 3.11 -1.49 -2.30
C 3.42 -2.79 -3.15
C 2.18 -3.62 -3.33
C 1.34 -3.59 -2.07
H 0.14 -2.30 1.88
H 1.27 -2.95 0.60
H 0.79 -4.35 2.88
H 0.63 -5.29 1.39
H -1.41 -5.39 3.14
H -1.61 -5.50 1.40
H -1.80 -2.85 2.94
H -3.24 -3.68 2.40
H -2.39 -1.80 0.82
H -2.90 -3.35 0.13
H -3.36 -1.39 -1.06
H -3.89 -2.85 -1.92
H -3.10 -0.05 -3.00
H -4.57 -0.76 -3.55
H -2.08 -1.02 -4.97
H -3.66 -1.64 -5.35
H -1.94 -3.48 -5.31
H -3.44 -3.75 -4.44
H -0.66 -3.51 -3.52
H -2.02 -4.40 -2.70
H 1.47 -0.16 -1.87
H 1.36 -0.97 -3.48
H 3.34 -1.69 -1.23
H 3.76 -0.75 -2.59
H 4.26 -3.37 -2.72
H 3.75 -2.48 -4.11
H 2.55 -4.63 -3.55
H 1.59 -3.17 -4.11
H 2.02 -3.93 -1.28
H 0.46 -4.20 -2.09
*
```

Values from the calculation:
<S²>: 2.002
Max |F| in eV/A: 3.64
E_HOMO (spin up / spin down) in eV: -7.471 / -7.476
Calculated total energy in eV: -105046.7233
Gap between HOMO and LUMO (spin up / spin down) in eV: 7.754 / 7.760

Löwdin population analysis, charges in e, atoms 1 to 4: atom 1 (Pr): 0.951, atom 2 (C): -0.005, atom 3 (O): 0.004, atom 4 (C): -0.575